No. 1
Computed, not measured: C27H21N7O2Ti as an isolated structure, with ωB97M-V/def2-TZVPD.

## Properties
spin multiplicity = 2
charge = +1
highest occupied orbital energy (alpha / beta) = -0.396 / -0.408 hartree
<S²> = 0.761

Each line ends with the natural charge from an NBO analysis.
Atoms and positions in Å:
Ti 1.859 0.695 0.095  1.667
O 1.335 2.039 -1.064  -0.761
C 0.222 2.724 -1.381  0.413
C 0.161 3.488 -2.537  -0.290
C -1.008 4.173 -2.831  -0.148
C -2.116 4.107 -1.991  -0.243
C -2.051 3.342 -0.841  -0.137
C -0.887 2.637 -0.523  -0.226
C -0.874 1.822 0.685  0.149
N 0.099 1.058 1.040  -0.383
N -0.134 0.326 2.233  -0.415
C 0.857 -0.497 2.422  0.560
O 1.896 -0.546 1.630  -0.773
C 0.824 -1.415 3.583  -0.080
C -0.326 -1.529 4.362  -0.176
C -0.342 -2.389 5.445  -0.214
C 0.789 -3.137 5.756  -0.178
C 1.934 -3.024 4.983  -0.216
C 1.953 -2.165 3.893  -0.186
H 1.028 3.545 -3.181  0.236
H -1.057 4.774 -3.730  0.229
H -3.018 4.652 -2.233  0.232
H -2.906 3.288 -0.178  0.222
H -1.753 1.831 1.326  0.218
H -1.203 -0.946 4.114  0.233
H -1.234 -2.482 6.050  0.224
H 0.775 -3.809 6.604  0.224
H 2.813 -3.606 5.227  0.223
H 2.842 -2.074 3.285  0.226
N -6.082 -2.598 -5.984  -0.254
C -5.134 -2.500 -5.343  0.253
C -3.946 -2.364 -4.537  -0.156
C -2.961 -3.344 -4.573  -0.135
C -1.819 -3.203 -3.802  -0.240
C -1.687 -2.086 -2.993  0.227
C -2.667 -1.107 -2.939  -0.249
C -3.799 -1.244 -3.723  -0.127
N -0.510 -1.937 -2.194  -0.348
C 0.185 -2.935 -1.533  -0.063
C 1.215 -2.323 -0.902  -0.057
N 1.170 -0.964 -1.164  -0.576
C 0.115 -0.779 -1.934  0.233
H -3.080 -4.208 -5.212  0.245
H -1.034 -3.945 -3.850  0.236
H -2.568 -0.256 -2.277  0.231
H -4.575 -0.492 -3.696  0.241
H -0.135 -3.961 -1.555  0.244
H 1.964 -2.751 -0.259  0.241
H -0.209 0.164 -2.346  0.232
N 2.826 2.466 2.413  -0.300
C 3.699 3.344 2.919  0.011
C 4.763 3.410 2.043  -0.324
C 4.439 2.514 1.024  0.010
N 3.260 1.936 1.251  -0.366
H 1.954 2.146 2.808  0.433
H 3.500 3.853 3.847  0.244
H 5.645 4.018 2.132  0.255
H 4.995 2.265 0.136  0.227

No. 2
Computed, not measured: C12H23AgN2O3PS as an isolated structure, with ωB97M-V/def2-TZVPD.

## Properties
charge = +1
highest occupied orbital energy = -0.433 hartree

Each line ends with the natural charge from an NBO analysis.
Atoms and positions in Å:
Ag 2.046 -1.480 2.237  0.772
C -2.182 1.959 3.812  -0.667
C -2.057 0.792 2.913  0.326
C -2.729 0.653 1.722  -0.332
C -2.506 -0.507 0.958  0.357
N -1.648 -1.434 1.359  -0.506
C -1.007 -1.313 2.509  0.306
S 0.012 -2.523 3.132  -0.325
N -1.223 -0.202 3.283  -0.520
C -3.214 -0.732 -0.325  -0.668
H -2.875 2.687 3.404  0.251
H -1.212 2.435 3.952  0.249
H -2.539 1.648 4.793  0.254
H -3.416 1.408 1.387  0.245
H -0.746 -0.158 4.179  0.444
H -3.881 0.090 -0.561  0.231
H -3.788 -1.657 -0.273  0.264
H -2.498 -0.857 -1.136  0.249
C 0.001 2.509 -2.268  -0.623
C 0.245 1.799 -0.946  -0.066
O 0.737 0.477 -1.185  -0.830
P 1.346 -0.388 0.059  1.575
O 1.361 -1.823 -0.652  -0.843
C 0.157 -2.514 -1.016  -0.061
C 0.156 -2.811 -2.503  -0.631
O 2.935 -0.115 0.084  -0.842
C 3.741 -0.204 -1.110  -0.078
C 4.168 1.165 -1.604  -0.629
H -0.456 3.478 -2.084  0.225
H -0.665 1.925 -2.898  0.219
H 0.935 2.665 -2.800  0.220
H -0.693 1.722 -0.384  0.167
H 0.974 2.345 -0.340  0.181
H -0.704 -1.906 -0.742  0.179
H 0.130 -3.434 -0.426  0.199
H 0.208 -1.885 -3.072  0.215
H -0.755 -3.343 -2.761  0.222
H 1.010 -3.431 -2.764  0.221
H 3.178 -0.734 -1.879  0.197
H 4.617 -0.800 -0.850  0.196
H 3.307 1.734 -1.942  0.207
H 4.853 1.034 -2.438  0.231
H 4.676 1.724 -0.821  0.219

No. 3
Computed, not measured: a 10-piece molecular cluster, C18H56O10 overall, with ωB97M-V/def2-TZVPD.

## Properties
charge = 0
SMILES string = CC(C)O.CC(C)O.CC(C)O.CC(C)O.CO.CO.CO.CO.CO.CO
highest occupied orbital energy = -0.361 hartree

Each line ends with the Mulliken charge.
Atoms and positions in Å:
C 0.796 -0.887 -0.123  -0.339
C 0.186 0.498 -0.271  2.102
C -0.968 0.602 -1.300  -0.344
O -0.282 0.874 1.019  -0.429
H 0.147 -1.639 0.330  -0.655
H 1.627 -0.824 0.581  0.081
H 1.097 -1.263 -1.102  0.503
H 0.994 1.188 -0.514  -1.002
H -0.607 0.484 -2.324  0.545
H -1.417 1.595 -1.301  -0.233
H -1.708 -0.183 -1.149  -0.447
H -0.963 0.210 1.188  0.390
C 0.548 -3.174 3.228  -1.270
C -0.243 -4.071 2.294  2.093
C 0.523 -5.285 1.801  -1.506
O -1.455 -4.549 2.894  -0.603
H 1.392 -2.758 2.676  0.043
H 0.978 -3.565 4.152  0.439
H -0.131 -2.385 3.556  0.280
H -0.617 -3.476 1.460  -1.054
H 1.358 -5.024 1.148  0.306
H -0.109 -5.961 1.226  0.392
H 0.978 -5.781 2.661  0.475
H -1.209 -5.248 3.508  0.341
C -1.416 -4.467 -1.205  -1.257
C -2.218 -3.218 -1.612  1.980
C -1.977 -2.780 -3.071  -1.473
O -3.586 -3.400 -1.426  -0.586
H -1.657 -4.734 -0.175  0.191
H -0.395 -4.076 -1.174  0.285
H -1.423 -5.369 -1.816  0.370
H -1.974 -2.396 -0.932  -0.875
H -2.417 -1.790 -3.195  0.325
H -2.379 -3.485 -3.797  0.368
H -0.916 -2.633 -3.278  0.354
H -3.797 -3.562 -0.504  0.362
C 4.777 4.272 -1.525  -1.122
C 4.975 3.263 -0.375  0.487
C 4.366 1.886 -0.693  -0.535
O 6.344 3.093 -0.084  -0.593
H 5.060 3.945 -2.526  0.385
H 5.234 5.228 -1.277  0.362
H 3.687 4.336 -1.555  0.128
H 4.470 3.616 0.525  0.143
H 4.638 1.544 -1.694  0.442
H 3.273 1.909 -0.712  -0.165
H 4.632 1.138 0.053  0.119
H 6.885 3.071 -0.877  0.350
C 4.268 -1.710 2.065  -0.516
O 3.913 -3.059 1.777  -0.467
H 4.072 -1.064 1.207  0.104
H 3.678 -1.370 2.917  0.260
H 5.298 -1.553 2.391  0.378
H 4.696 -3.438 1.368  0.285
C -3.676 4.332 -1.528  -0.257
O -3.099 5.610 -1.274  -0.530
H -4.706 4.261 -1.166  0.303
H -3.786 4.277 -2.610  0.245
H -3.089 3.546 -1.051  -0.057
H -2.829 5.653 -0.353  0.300
C -2.963 -0.006 2.337  -0.867
O -2.308 -0.947 1.523  -0.443
H -4.015 -0.237 2.508  0.349
H -2.433 0.041 3.292  0.298
H -2.892 0.993 1.907  0.228
H -2.782 -1.774 1.643  0.232
C -5.262 -0.749 -1.964  -0.091
O -6.154 0.146 -2.630  -0.556
H -4.292 -0.320 -1.706  -0.068
H -5.715 -1.245 -1.103  0.257
H -5.085 -1.551 -2.680  0.175
H -6.287 0.908 -2.058  0.289
C 0.467 4.059 -1.583  -0.023
O 1.255 4.838 -2.470  -0.570
H 1.098 3.385 -0.998  -0.076
H 0.014 4.709 -0.839  0.178
H -0.246 3.439 -2.129  0.194
H 1.840 4.265 -2.970  0.302
C 1.248 3.430 2.454  -0.396
O 0.129 3.561 1.562  -0.502
H 1.001 2.689 3.216  0.225
H 2.130 3.112 1.892  0.038
H 1.458 4.374 2.954  0.280
H -0.049 2.624 1.383  0.347

No. 4
Computed, not measured: C17H34MoOP2 as an isolated structure, with ωB97M-V/def2-TZVPD.

## Properties
spin multiplicity = 3
charge = +2
highest occupied orbital energy (alpha / beta) = -0.502 / -0.502 hartree
<S²> = 2.296

Each line ends with the natural charge from an NBO analysis.
Atoms and positions in Å:
P 1.609 -1.962 -0.598  1.253
P 1.572 1.367 -0.715  0.964
C 0.979 -0.964 -1.940  -0.781
C 1.915 0.200 -2.213  -0.646
H -0.014 -0.627 -1.570  0.272
H 0.865 -1.658 -2.766  0.268
H 2.970 -0.068 -2.390  0.253
H 1.549 0.777 -3.057  0.277
C 0.416 2.365 -1.745  -0.875
H 0.172 3.304 -1.251  0.269
H -0.505 1.843 -2.009  0.284
H 0.979 2.593 -2.653  0.244
C 2.786 2.676 -0.540  -0.936
H 2.679 3.257 -1.460  0.293
H 3.821 2.358 -0.426  0.267
H 2.493 3.297 0.313  0.289
C 0.390 -3.291 -0.735  -0.931
H 0.666 -4.131 -0.082  0.273
H 0.448 -3.592 -1.786  0.270
H -0.595 -2.866 -0.474  0.282
C 3.204 -2.651 -1.194  -0.951
H 4.019 -1.919 -1.106  0.254
H 3.092 -2.954 -2.235  0.281
H 3.414 -3.546 -0.599  0.277
Mo 2.156 -0.248 0.596  0.453
C -2.250 2.036 -0.096  -0.244
C -3.143 1.944 -1.109  -0.123
C -4.543 1.417 -1.080  -0.439
C -4.797 0.444 0.102  -0.461
C -4.014 -0.803 -0.012  -0.148
C -2.782 -1.101 0.412  -0.217
C -1.798 -0.239 1.101  -0.403
C -2.104 1.263 1.161  -0.476
C 2.451 -2.022 1.832  -0.737
H -1.535 2.870 -0.165  0.188
H -2.853 2.339 -2.077  0.196
H -4.747 0.859 -2.002  0.217
H -5.285 2.244 -1.058  0.249
H -4.675 1.014 1.013  0.218
H -5.868 0.187 0.073  0.238
H -4.588 -1.597 -0.482  0.218
H -2.463 -2.135 0.311  0.184
H -0.770 -0.430 0.778  0.144
H -1.805 -0.616 2.137  0.233
H -2.888 1.384 1.925  0.239
H -1.217 1.725 1.611  0.226
H 3.440 -1.549 2.005  0.231
H 2.540 -2.995 1.336  0.222
H 1.825 -1.982 2.725  0.261
C 2.486 0.197 3.946  -0.747
C 1.633 0.452 2.687  0.476
O 0.602 1.121 2.720  -0.449
H 2.536 -0.872 4.168  0.254
H 2.016 0.701 4.802  0.284
H 3.515 0.588 3.871  0.263

Asked for E across the records above, the calculation gives -2424.6549, -1692.6438, -1471.6515, -1493.3967 hartree in order.